Record 1
Molecular formula: C32H64O12
Method: DFT, the ωB97M-V functional and the def2-TZVPD basis

Geometry as XYZ:
```
108
Properties=species:S:1:pos:R:3:forces:R:3:mulliken_charge:R:1
C -6.39828 0.02673 1.16764 -1.11 -1.85 1.33 -1.12
C -5.08559 -0.62473 1.63844 1.94 -0.98 0.67 0.61
O -4.73284 0.03733 2.89179 -1.63 0.74 1.43 -0.32
C -3.64712 -0.17129 3.57891 5.21 -3.71 -2.12 0.74
C -3.34238 0.78778 4.70039 1.73 -1.29 -0.04 -1.09
O -2.77221 -1.06926 3.23833 -3.56 3.24 1.21 -0.51
H -6.29451 1.10156 1.43864 -0.55 -0.58 -1.36 0.38
H -7.41310 -0.39327 1.65189 2.57 0.86 0.04 0.25
H -6.61045 -0.45982 0.20112 0.50 1.61 -0.47 0.19
H -5.18484 -1.76427 1.79626 0.35 1.94 -0.28 0.03
H -4.06015 -0.36128 1.12654 -2.48 -0.97 -0.43 -0.08
H -4.24359 1.19100 4.93641 -2.56 1.84 0.87 0.45
H -2.59744 1.58773 4.44339 -0.67 -1.02 0.07 0.20
H -3.03828 0.20796 5.60138 0.24 0.38 -0.84 0.28
C -6.73445 -2.40001 -1.82575 3.24 -3.03 -3.88 -1.33
C -5.71327 -3.59754 -1.47650 -3.84 1.17 0.47 -0.22
O -4.92186 -3.11352 -0.38205 0.66 0.39 -1.13 -0.16
C -3.94689 -3.94538 -0.01149 0.67 -3.12 0.19 0.62
C -2.94719 -3.36273 0.93572 1.93 -1.07 0.52 -0.25
O -3.90805 -5.14607 -0.33064 -0.36 2.74 0.16 -0.64
H -6.04621 -1.60035 -2.03969 -0.24 0.67 -0.73 0.36
H -7.32438 -2.12323 -1.10403 -2.93 1.31 4.67 0.40
H -7.49371 -2.65825 -2.63218 1.58 0.22 0.39 0.36
H -6.31975 -4.41373 -1.01546 0.75 0.03 -1.16 0.28
H -5.22841 -3.76910 -2.44491 0.57 -0.60 0.88 0.33
H -3.38869 -3.00658 1.88521 0.34 0.46 -0.84 0.41
H -2.16265 -2.71974 0.44013 -1.45 -0.01 0.52 -0.50
H -2.29158 -4.22585 1.23891 -0.82 0.58 -0.23 0.34
C -0.46610 3.91098 -2.20837 0.89 3.89 -1.14 -0.07
C -1.82274 4.33431 -2.61478 -2.72 -1.59 -6.80 0.49
C -2.57580 5.42415 -1.82420 0.16 -0.71 -1.53 -0.95
O -2.32434 3.81779 -3.75341 2.16 2.69 6.21 -0.62
H -0.27520 2.89261 -2.34256 0.31 -1.56 0.29 0.20
H -0.29741 4.46169 -1.28582 0.59 -0.88 0.61 -0.18
H 0.25662 4.49858 -2.94086 -1.39 -1.18 1.16 0.23
H -2.98157 4.81085 -1.01262 0.23 0.91 0.70 0.28
H -3.42093 5.74768 -2.41886 -0.29 -0.30 -0.25 0.34
H -2.01729 6.37636 -1.66149 0.08 -1.26 0.75 0.26
C 4.07976 0.09256 -2.75765 -1.19 -1.32 1.86 -0.74
C 5.08250 -0.96973 -2.25316 -0.54 -3.27 5.37 0.80
C 6.59379 -0.71720 -2.43430 -1.02 2.90 -2.20 -1.22
O 4.76147 -1.99909 -1.44982 1.09 5.38 -4.74 -0.52
H 3.12602 -0.35819 -3.05787 0.12 -0.08 0.50 0.00
H 4.42847 0.53436 -3.60540 1.42 1.08 -2.63 0.55
H 3.82496 1.00308 -2.13725 0.52 -1.44 0.22 0.24
H 6.94820 0.37738 -2.11144 -0.96 -2.45 -0.20 0.25
H 6.75960 -0.63785 -3.55684 -0.07 -0.25 1.09 0.37
H 7.17936 -1.51615 -2.06578 0.53 -0.57 0.68 0.35
C 1.72780 -3.29667 -1.66932 2.21 -3.84 -1.60 -0.51
C 0.56422 -4.22421 -1.72122 -6.98 3.34 1.13 0.50
C 0.62037 -5.72419 -1.87883 -0.77 1.67 4.07 -1.39
O -0.66283 -3.68846 -1.62850 5.89 -2.58 -0.49 -0.42
H 2.20388 -3.40872 -2.72394 -0.31 0.30 1.76 0.20
H 2.45177 -3.66946 -0.90942 -0.09 -0.18 -0.78 0.42
H 1.63809 -2.30844 -1.42297 -1.27 2.52 0.24 0.00
H 1.55724 -6.07082 -1.99044 3.79 -0.93 -0.03 0.51
H 0.21493 -5.98448 -2.76573 -2.39 -0.96 -2.52 0.43
H 0.22715 -6.24025 -0.93499 -0.05 0.81 -1.63 0.30
C -0.17446 -1.07112 -4.53673 3.61 -8.58 1.44 -0.73
C -0.72522 -2.35394 -5.17815 -7.25 2.93 -2.38 0.59
C -0.18465 -3.65488 -4.97227 3.01 -3.94 -1.45 -0.85
O -1.92038 -2.29722 -5.81325 6.46 -0.25 3.04 -0.61
H -0.72101 -0.38207 -4.82960 -4.96 6.76 -2.50 0.55
H 0.79586 -1.06813 -5.00307 0.95 0.65 0.68 0.32
H -0.26129 -1.27363 -3.46205 0.75 0.42 -0.09 -0.10
H -0.44016 -4.15867 -4.06297 -1.17 -0.03 0.38 0.00
H 0.86531 -4.06354 -5.05999 0.45 2.33 0.78 0.36
H -0.32441 -4.25993 -5.86544 -1.94 -0.30 0.01 0.42
C 2.19345 8.29455 0.56021 -2.26 -1.03 0.30 -1.16
C 1.27040 7.10582 0.42980 -4.79 -3.07 -4.56 0.70
C 1.48466 5.88194 1.45580 0.08 -0.34 -6.46 -1.06
O 0.32625 6.96136 -0.56879 5.79 1.24 6.05 -0.53
H 1.70086 9.08819 1.10261 -0.61 0.68 -0.65 0.33
H 2.55510 8.48883 -0.41014 0.44 0.90 -0.94 0.33
H 2.92929 8.07117 1.25597 1.93 -0.82 0.90 0.40
H 0.71725 5.08931 1.20513 1.16 0.93 0.83 0.12
H 1.49664 6.36737 2.30624 -0.89 1.83 5.04 0.54
H 2.56419 5.59957 1.39505 -0.86 -0.38 -0.52 0.33
C 4.56555 -0.49723 1.40954 -0.87 3.65 -2.69 -0.41
C 4.86666 0.85066 2.29572 -6.80 0.32 0.07 0.77
C 6.31837 1.20287 2.57637 -2.35 -4.00 -1.58 -1.30
O 3.77371 1.50522 2.68816 6.33 -2.69 -1.77 -0.57
H 4.71244 -1.43555 1.85069 0.98 -1.17 0.64 0.56
H 5.03554 -0.31970 0.38584 0.76 -0.74 1.63 -0.12
H 3.55522 -0.58119 0.87655 0.47 0.67 1.83 -0.02
H 6.32218 2.11765 2.94112 0.34 4.14 2.37 0.44
H 6.82147 1.23612 1.62741 0.56 -0.57 -0.31 0.31
H 6.60869 0.38621 3.25244 0.65 0.47 -0.23 0.33
C 1.45554 -0.35867 4.11550 9.41 -3.51 4.70 -0.55
C 1.30030 -1.31068 5.32097 -1.95 -4.14 1.19 0.67
C 2.01881 -1.06392 6.64707 -0.53 -1.53 0.94 -1.11
O 0.53029 -2.32707 5.37633 2.32 3.66 -1.30 -0.57
H 1.16318 0.46554 4.51747 -1.50 5.89 1.63 0.59
H 0.99631 -0.69592 3.39641 -5.53 -3.16 -7.22 -0.16
H 2.62584 -0.34284 3.62926 -3.08 0.33 2.07 0.12
H 1.38722 -0.56731 7.40960 0.27 -0.05 -0.64 0.26
H 2.94139 -0.61466 6.55422 1.79 2.09 -0.49 0.39
H 2.41248 -1.99831 7.15029 -1.30 0.35 -0.83 0.32
C -0.36618 -0.45516 0.25162 -3.13 6.28 -4.55 -2.02
C 0.47627 0.61692 -0.37542 1.35 -3.71 -4.92 1.12
C 0.97576 1.72836 0.34299 -0.13 -0.69 3.18 -1.32
O 0.76058 0.48613 -1.60988 -0.90 0.47 3.09 -0.52
H -1.16404 0.08352 0.80794 -0.31 -0.02 -0.75 0.41
H -0.12845 -0.98149 0.98312 3.66 -4.77 6.38 1.06
H -0.76265 -1.05948 -0.50095 -0.73 -0.91 -1.22 0.21
H 0.12637 2.02668 0.90453 -0.54 0.50 1.56 0.51
H 1.11508 2.50978 -0.25902 1.17 2.95 -2.71 0.50
H 1.85431 1.54602 0.97522 -0.34 -0.16 0.05 0.05
```
Forces are in eV/Å.

Summary:
Energy relative to the best compared isomer or geometry (same formula, charge and spin): 247.9 kcal per mole
HOMO energy: -0.3326 hartree
LUMO energy: 0.001 eV
Gap between HOMO and LUMO: 9.0525 eV
Charge: 0
E: -58776.4532 eV
SMILES string: CCOC(C)=O.CCOC(C)=O.CC(C)=O.CC(C)=O.CC(C)=O.CC(C)=O.CC(C)=O.CC(C)=O.CC(C)=O.CC(C)=O

***

Record 2
Molecular formula: C32H66FNO17PS4
Method: DFT, the ωB97M-V functional and the def2-TZVPD basis

Geometry as XYZ:
```
122
Properties=species:S:1:pos:R:3:forces:R:3:mulliken_charge:R:1
C -6.92572 -0.57642 -1.27195 0.29 -0.39 -0.64 -0.85
C -6.67954 -0.96931 -2.76176 -0.14 0.78 0.60 -0.64
C -5.44369 -0.26403 -3.36690 -0.18 -1.07 -0.41 -0.29
C -4.12343 -1.07373 -3.26152 0.28 0.93 -0.22 -1.14
C -3.11983 -0.53000 -2.21281 -0.73 -1.18 -0.26 0.32
C -3.39409 -1.08066 -0.80657 0.58 0.54 0.15 -0.35
C -2.25311 -0.69946 0.18627 -1.40 -0.07 -0.46 -0.70
C -2.67452 0.55826 0.99227 0.65 -0.52 0.52 -0.60
C -1.53045 1.58365 1.15039 -0.19 -0.43 -0.44 -1.31
C -1.74223 2.83166 0.27406 0.76 0.12 1.19 0.44
C -2.61795 3.86331 0.99836 0.13 0.16 -0.66 -1.03
C -2.64582 5.22905 0.29462 -1.07 -0.44 0.16 -0.83
C -3.52673 5.12044 -0.98273 0.14 0.56 0.46 -0.61
C -3.05215 5.93393 -2.19772 -0.28 -0.38 0.16 -0.97
C -1.89965 5.30405 -2.93888 -0.75 0.51 -0.23 1.04
C -0.68632 5.04164 -2.36814 0.38 0.33 1.31 -0.92
N 0.30970 4.51554 -3.06844 -0.26 0.08 -0.11 0.16
C 0.21445 4.21714 -4.37086 2.15 -1.05 0.08 0.19
P 1.71436 3.47592 -5.29060 0.61 -0.31 -1.28 0.08
O 2.94507 4.42328 -4.74464 -1.09 -0.51 0.57 -0.41
O 1.94344 2.05533 -4.46569 -0.69 1.54 0.30 -0.37
C -0.96900 4.43304 -4.99377 -0.22 0.21 0.27 1.28
F -1.10911 4.12640 -6.26336 -0.12 -0.03 -0.25 -0.29
C -2.01482 4.98185 -4.27666 -1.29 -0.05 -0.90 -0.19
C -3.29954 5.20983 -5.06151 -0.96 1.03 -0.56 -0.48
O -3.62388 6.26146 -5.54183 0.81 -1.51 0.54 -0.43
O -4.07584 4.06860 -5.24548 0.45 0.47 -0.11 -0.27
O -4.31035 3.55919 -3.94130 0.00 -0.05 0.78 -0.22
H -7.97247 -0.31408 -1.11852 0.12 0.03 0.18 0.34
H -6.65599 -1.38946 -0.59470 -0.09 0.11 0.02 0.24
H -6.27976 0.27414 -1.04175 -0.30 0.08 0.22 0.14
H -7.55735 -0.66380 -3.33785 0.07 -0.08 0.02 0.39
H -6.60472 -2.05486 -2.85625 0.10 0.10 -0.13 0.32
H -5.32225 0.73813 -2.93643 -0.06 -0.09 0.05 0.11
H -5.66476 -0.12290 -4.43110 0.13 0.09 0.09 0.34
H -3.62281 -1.00711 -4.23566 -0.07 -0.10 0.07 0.37
H -4.32265 -2.13620 -3.09866 -0.02 0.10 0.10 0.49
H -3.19899 0.56607 -2.23575 0.35 -0.02 0.16 -0.55
H -2.12305 -0.85787 -2.52851 0.05 0.30 0.13 0.50
H -4.32456 -0.63108 -0.45088 -0.05 -0.34 0.07 -0.23
H -3.52504 -2.16562 -0.82652 -0.01 0.09 -0.24 0.59
H -2.09371 -1.56910 0.84441 0.32 0.52 -0.15 0.10
H -1.36268 -0.50672 -0.42062 0.12 -0.09 0.30 0.51
H -3.56543 1.02179 0.55299 0.18 0.06 -0.09 0.27
H -2.99256 0.18510 1.97105 -0.05 0.27 -0.02 0.44
H -0.60280 1.08746 0.84492 -0.05 0.07 0.06 0.47
H -1.37714 1.86228 2.19662 -0.12 0.18 -0.12 0.47
H -0.74273 3.28479 0.15703 -0.16 0.05 -0.26 0.19
H -2.12254 2.53884 -0.71098 -0.02 0.10 0.04 -0.11
H -2.27162 3.99353 2.02624 0.02 -0.17 -0.07 0.50
H -3.64890 3.48920 1.02835 0.08 0.07 0.23 0.29
H -3.15658 5.91663 0.97618 0.24 0.15 -0.13 0.38
H -1.65155 5.65243 0.12959 -0.03 -0.18 0.01 0.46
H -3.71047 4.07141 -1.23201 0.22 0.11 -0.23 0.34
H -4.50888 5.51764 -0.71067 0.04 -0.07 -0.14 0.51
H -2.79795 6.95403 -1.89287 0.09 -0.11 -0.02 0.43
H -3.89816 6.01472 -2.88193 0.16 0.11 -0.02 0.47
H -0.48294 5.26519 -1.33056 0.06 -0.08 -0.09 0.45
H 1.18050 4.34151 -2.58078 0.02 0.13 -0.01 0.29
H 3.12386 4.25053 -3.80728 0.53 0.26 -0.10 0.31
H 1.73527 2.22763 -3.53469 0.19 -0.83 0.14 0.32
H -3.86942 2.69462 -3.88591 -0.01 -0.05 -0.54 0.33
O 1.00251 -4.29357 2.85744 -0.30 0.13 0.07 -0.54
S -0.04991 -4.89625 2.09216 -0.19 -0.66 -0.28 1.14
O -1.13892 -4.10654 1.59258 0.27 0.23 0.17 -0.56
O -0.62740 -6.14202 2.88558 0.16 -0.01 -0.17 -0.32
C -1.11528 -5.94262 4.22959 -0.45 0.26 0.68 0.16
C -2.44579 -5.21689 4.25709 -0.01 0.20 -0.22 -1.05
C 0.64972 -5.79345 0.75002 0.05 -0.08 -0.05 -1.04
H -0.36834 -5.41507 4.82489 0.08 0.02 -0.15 -0.12
H -1.23766 -6.93197 4.66490 0.21 -0.12 -0.27 0.30
H -2.34955 -4.19787 3.88407 0.01 0.00 0.04 0.22
H -2.82832 -5.16769 5.27641 0.07 -0.09 0.02 0.42
H -3.17284 -5.72733 3.62481 0.00 -0.06 0.06 0.30
H 1.45726 -6.41827 1.12159 -0.02 0.01 0.03 0.34
H 1.03160 -5.06387 0.03886 -0.01 0.05 0.06 0.37
H -0.12911 -6.39302 0.28608 -0.02 0.01 0.03 0.36
O 5.73857 0.46910 3.60472 -0.10 0.02 -0.27 -0.65
S 6.02816 -0.91503 3.82849 0.08 -0.25 0.57 1.21
O 6.15216 -1.82375 2.73246 -0.02 0.17 -0.23 -0.61
O 4.97022 -1.49447 4.86945 0.19 0.02 0.11 -0.22
C 3.57008 -1.35749 4.55784 -0.62 -0.01 -0.40 -0.44
C 3.11959 -2.30345 3.46162 0.33 0.16 -0.11 -0.85
C 7.45319 -1.06176 4.85037 0.03 0.00 0.11 -0.94
H 3.34750 -0.31977 4.30078 0.18 0.03 0.02 0.33
H 3.03245 -1.58335 5.47637 0.27 0.03 0.16 0.20
H 3.59924 -2.06059 2.51361 0.00 0.01 0.01 0.44
H 2.04376 -2.24129 3.31931 -0.02 0.00 0.14 0.35
H 3.38567 -3.33115 3.70581 -0.10 -0.01 0.03 0.21
H 7.35031 -0.39689 5.70352 -0.03 0.00 -0.01 0.32
H 8.31207 -0.77468 4.24746 -0.05 0.02 -0.06 0.38
H 7.55132 -2.09643 5.16830 -0.03 0.00 -0.03 0.31
O 6.72384 0.71801 -6.99610 0.07 -0.18 -0.11 -0.64
S 5.63980 1.36761 -7.66161 -0.09 0.50 0.06 1.18
O 5.04519 0.80439 -8.83093 0.06 -0.22 0.00 -0.61
O 6.04709 2.87715 -7.95678 -0.20 0.00 0.18 -0.23
C 7.25295 3.12261 -8.71184 0.59 0.03 -0.53 -0.36
C 7.09105 2.80087 -10.18476 -0.20 -0.23 0.00 -1.00
C 4.36324 1.71042 -6.49585 -0.02 0.03 0.10 -1.02
H 8.08480 2.56758 -8.27480 -0.14 -0.09 0.11 0.34
H 7.47264 4.18197 -8.59298 -0.23 0.00 0.23 0.26
H 6.92813 1.73569 -10.34243 0.04 0.01 0.00 0.31
H 7.98580 3.08982 -10.73614 0.01 0.08 0.08 0.38
H 6.23051 3.32635 -10.59943 0.05 0.06 -0.01 0.27
H 4.80026 2.17071 -5.61370 0.05 0.00 -0.03 0.37
H 3.89816 0.76179 -6.23598 0.07 -0.04 -0.05 0.43
H 3.63292 2.36715 -6.96276 0.06 -0.02 -0.10 0.27
O -0.35506 -3.90800 7.75794 -0.25 -0.21 0.00 -0.66
S 0.79171 -4.73183 7.99583 0.65 0.28 0.09 1.21
O 0.68811 -6.15743 8.00974 -0.33 -0.04 -0.10 -0.64
O 1.50398 -4.24546 9.33205 0.10 0.04 -0.19 -0.25
C 0.72357 -4.19740 10.54396 -0.45 -0.14 0.61 -0.33
C 0.44412 -5.57655 11.10942 -0.02 -0.18 -0.24 -0.99
C 2.07323 -4.27665 6.87751 0.09 0.01 -0.03 -0.83
H -0.20242 -3.64656 10.36876 0.05 -0.01 -0.19 0.32
H 1.31113 -3.62391 11.25842 0.19 0.07 -0.25 0.28
H -0.19254 -6.15682 10.44297 -0.02 0.02 0.02 0.30
H -0.06075 -5.49626 12.07228 0.06 0.10 0.01 0.39
H 1.37265 -6.13295 11.23811 0.00 0.04 0.07 0.26
H 2.18127 -3.19620 6.88445 -0.02 0.00 0.04 0.20
H 1.77882 -4.62179 5.88708 -0.06 0.01 0.02 0.28
H 2.99511 -4.76568 7.18197 -0.02 -0.01 0.02 0.41
```
Forces are in eV/Å.

Summary:
HOMO energy: -0.4463 hartree
LUMO energy: -4.967 eV
Gap between HOMO and LUMO: 7.1781 eV
Charge: +1
E: -125888.5138 eV